C46H50CsN14O6PS4 | the ωB97M-V functional and the def2-TZVPD basis

Structure (XYZ):
```
122
Properties=species:S:1:pos:R:3
Cs 13.322 11.737 16.397
N 14.404 6.576 14.206
C 13.566 7.624 14.168
S 12.270 7.748 15.273
N 14.027 8.587 13.321
N 13.422 9.712 13.298
C 12.939 10.233 12.173
C 13.006 9.465 10.866
C 11.857 9.428 10.072
C 11.808 8.588 8.949
C 12.835 7.656 8.751
C 13.979 7.722 9.529
C 14.000 8.519 10.653
C 12.176 11.509 12.246
C 11.980 12.243 11.041
C 11.007 13.251 11.080
C 10.517 13.664 12.304
C 10.990 13.034 13.482
N 11.856 12.035 13.462
H 14.194 5.730 14.742
H 15.243 6.569 13.614
H 10.965 10.013 10.311
H 10.934 8.536 8.283
H 12.715 6.963 7.947
H 14.869 7.100 9.376
H 14.874 8.490 11.295
H 12.477 11.954 10.129
H 10.547 13.601 10.153
H 9.689 14.383 12.344
H 10.631 13.315 14.486
S 10.195 13.552 16.904
C 10.096 15.003 17.779
C 8.858 15.379 18.325
C 8.757 16.383 19.284
C 9.881 17.172 19.595
C 11.082 16.944 18.946
C 11.240 15.847 18.060
S 12.817 15.506 17.472
H 7.997 14.797 17.970
H 7.798 16.533 19.811
H 9.739 17.922 20.374
H 11.961 17.547 19.087
C 18.662 9.837 13.499
N 17.433 9.895 14.334
C 16.771 10.989 14.875
N 15.925 10.641 15.838
C 16.144 9.290 15.900
N 17.028 8.790 15.062
C 19.831 10.294 14.361
C 20.655 9.320 14.959
C 21.581 9.751 15.892
C 21.701 11.072 16.274
C 20.758 12.019 15.825
C 19.903 11.672 14.755
C 20.294 13.111 16.666
N 19.444 14.050 16.385
N 18.989 14.645 17.645
C 19.594 13.950 18.581
O 20.513 13.052 18.051
C 19.248 14.019 20.005
C 20.044 13.318 20.932
C 19.615 13.170 22.241
C 18.305 13.501 22.627
C 17.452 14.114 21.667
C 15.993 14.232 22.102
N 15.111 13.391 21.289
C 14.151 13.648 20.337
N 13.855 12.552 19.663
C 14.640 11.619 20.241
N 15.364 12.039 21.256
C 17.947 14.447 20.382
H 18.532 10.542 12.700
H 18.736 8.800 13.181
H 16.930 12.042 14.629
H 15.597 8.639 16.559
H 20.607 8.250 14.710
H 22.233 9.016 16.331
H 22.540 11.394 16.846
H 19.287 12.426 14.245
H 21.020 12.975 20.665
H 20.175 12.592 22.982
H 17.956 13.262 23.631
H 15.630 15.272 22.078
H 16.016 13.823 23.115
H 13.788 14.620 20.076
H 14.621 10.590 19.886
H 17.396 15.085 19.671
O 17.267 14.078 14.700
H 16.799 14.916 14.755
H 18.110 14.178 15.200
O 11.354 10.502 17.515
H 11.722 9.631 17.300
H 10.401 10.348 17.667
C 11.958 17.501 14.317
O 13.030 16.987 13.443
P 13.956 15.722 13.868
O 14.540 15.378 12.384
C 15.197 14.139 12.000
O 15.283 16.439 14.458
C 15.671 17.851 14.268
H 11.166 17.888 13.662
H 12.378 18.291 14.938
H 11.572 16.691 14.914
H 16.226 14.064 12.401
H 15.200 14.180 10.902
H 14.665 13.273 12.382
H 15.512 18.352 15.201
H 15.091 18.313 13.446
H 16.746 17.796 14.056
C 8.266 7.782 14.434
N 8.052 9.233 14.551
C 8.118 10.199 13.570
C 7.931 11.427 14.150
N 7.855 11.182 15.527
C 7.968 9.839 15.791
S 7.864 9.149 17.272
H 7.779 7.430 13.504
H 7.844 7.347 15.354
H 9.346 7.553 14.398
H 8.350 9.858 12.525
H 7.709 12.393 13.710
H 8.046 11.891 16.243
```

Values from the calculation:
HOMO-LUMO gap, eV: 2.76
Lowest unoccupied orbital energy, eV: 2.623
Net charge: -2
HOMO, eV: -0.137